Formula: C6H24FN12O6
Source: the Open Molecules 2025 dataset
Level of theory: wB97M-V/def2-TZVPD

Last column: natural (NBO) charge in e.
Positions of all 49 atoms, in Å:
F -0.2002 0.3036 -0.0639  -0.91
C 2.6273 -2.2665 -0.1699  0.77
O 3.6876 -2.8558 -0.2972  -0.67
N 1.7594 -2.5139 0.8608  -0.85
N 2.1296 -1.3354 -1.0518  -0.89
H 0.8755 -2.0350 0.8988  0.40
H 2.0704 -3.0209 1.6665  0.41
H 1.2389 -0.9478 -0.7677  0.42
H 2.6486 -1.0372 -1.8511  0.40
C -1.8279 -3.4086 -1.7500  0.78
O -2.4430 -3.8812 -0.8073  -0.68
N -1.3212 -4.2192 -2.7471  -0.85
N -1.5709 -2.0841 -1.9067  -0.85
H -1.6153 -5.1762 -2.7570  0.40
H -0.9286 -3.7900 -3.5640  0.38
H -0.9175 -1.7114 -2.5697  0.39
H -1.8443 -1.5104 -1.1230  0.42
C 1.0773 3.6488 0.8432  0.78
O 1.4805 4.7920 1.0004  -0.66
N 1.9068 2.6434 0.3957  -0.86
N -0.2612 3.2978 0.8499  -0.86
H 2.8982 2.7657 0.3549  0.40
H 1.4658 1.7974 0.0697  0.40
H -0.4669 2.3229 0.7108  0.39
H -0.8071 3.7725 1.5499  0.40
C 0.3013 1.8840 -3.3940  0.78
O 0.1971 2.2330 -4.5570  -0.67
N -0.4671 2.2433 -2.3407  -0.84
N 1.1640 0.8565 -3.0048  -0.89
H -1.3231 2.7286 -2.5382  0.40
H -0.3126 1.7661 -1.4639  0.43
H 1.9034 0.5268 -3.5956  0.39
H 0.8734 0.2424 -2.2676  0.39
C 1.2155 0.6703 3.5873  0.78
O 1.4303 0.9247 4.7636  -0.68
N -0.0109 0.8836 2.9916  -0.88
N 2.1456 0.1503 2.7404  -0.85
H -0.0191 0.6435 2.0098  0.40
H -0.8395 0.8435 3.5536  0.41
H 1.9876 0.0219 1.7586  0.40
H 3.0411 -0.0109 3.1641  0.40
C -3.3810 -0.1993 1.5759  0.78
O -4.4034 -0.5658 2.1271  -0.67
N -2.4955 -1.0050 0.9131  -0.90
N -2.9184 1.1024 1.5775  -0.87
H -2.5472 -2.0107 0.9043  0.42
H -1.6659 -0.5332 0.5501  0.42
H -3.5371 1.7935 1.9555  0.40
H -2.0002 1.2597 1.2153  0.39

2S+1 ... 1
Total charge ... -1
E_LUMO ... 2.48 eV
Gap between HOMO and LUMO ... 9.8 eV